ORCA calculation (ωB97M-V/def2-TZVPD) on a 2-piece molecular cluster, C3HCl3F2 overall at a distorted geometry.

Cartesian coordinates (Å):
F1 2.9074 0.5216 -1.3225
C1 1.7762 0.4708 -0.6238
C2 0.8697 0.9586 0.1851
F2 0.6051 1.9093 1.0156
C3 0.5030 -0.3663 -0.3554
Cl1 0.6495 -1.8735 0.6102
Cl2 -0.8831 -0.6429 -1.4228
Cl3 -3.6788 -0.6401 0.5829
H1 -2.7489 -0.3375 1.3307

Values from the calculation:
Max |F| in eV/A: 2.1
HOMO level in eV: -10.74
SMILES: FC1=C(F)C1(Cl)Cl.Cl
Lowest unoccupied orbital energy in eV: 0.3
Gap between HOMO and LUMO in eV: 11.02